[1]
ORCA calculation (ωB97M-V with the def2-TZVPD basis set) on a structure of composition C29H39N2O2P2Ti at a distorted geometry.

Geometry as ORCA input:
```
! wB97M-V def2-TZVPD RIJCOSX def2/J DEFGRID3
* xyz 1 1
Ti -0.47 0.24 0.62
P 2.34 0.62 0.94
P -2.38 0.01 -0.84
O 1.29 -0.98 -2.72
O -0.90 1.08 -5.87
N -0.06 1.95 -0.38
N -0.99 0.47 2.57
C 3.79 0.56 -0.13
C -0.17 -4.83 0.69
C -1.27 -0.60 3.42
C -1.78 2.74 2.07
C 0.92 4.12 -0.37
C 1.01 -4.17 0.34
C 1.85 2.34 1.08
C -1.14 1.82 2.94
C -2.79 -1.12 -2.18
C -0.74 -2.74 4.37
C -0.97 3.74 -1.77
C -0.63 3.54 4.50
C -1.88 -2.64 5.16
C -1.19 4.48 3.64
C -3.94 0.14 0.11
C -2.73 -1.54 5.06
C -0.01 4.60 -1.29
C 0.91 2.80 0.01
C 0.97 -2.79 0.09
C -2.43 -0.51 4.19
C -0.41 -1.72 3.49
C -1.37 -4.13 0.79
C 2.70 -0.21 2.46
C -1.42 -2.75 0.54
C -2.15 1.62 -1.54
C -0.60 2.20 4.17
C -1.76 4.08 2.43
C -1.02 2.41 -1.29
C -0.23 -2.09 0.28
H 2.00 0.10 3.24
H 1.46 2.51 2.10
H -1.18 5.53 3.91
H -2.13 -3.43 5.87
H 0.49 -1.78 2.87
H 1.68 4.77 0.07
H 3.59 1.03 -1.10
H -2.91 1.95 -2.26
H 4.10 -0.48 -0.30
H -0.16 -5.91 0.87
H 0.00 5.64 -1.59
H 1.89 -2.26 -0.20
H -0.20 3.82 5.45
H -2.30 -4.64 1.06
H 1.38 -0.17 -0.23
H -4.77 0.25 -0.61
H 4.60 1.10 0.38
H 0.06 1.27 -5.64
H -2.32 2.38 1.18
H 0.63 -0.47 -0.37
H 0.64 -0.27 -2.52
H 0.73 -1.75 -2.50
H -4.08 -0.77 0.71
H 2.65 -1.30 2.34
H -3.04 0.39 4.06
H 2.80 2.87 1.01
H -0.09 -3.60 4.45
H -3.93 1.01 0.77
H -3.63 -1.45 5.64
H 1.96 -4.72 0.24
H -0.85 0.15 -6.14
H -2.97 -2.12 -1.78
H 3.73 0.07 2.76
H -1.75 4.06 -2.47
H -0.19 1.41 4.80
H -1.97 -1.14 -2.90
H -3.70 -0.74 -2.67
H -2.19 4.81 1.76
H -2.36 -2.20 0.65
*
```

For the total energy, the calculation gives -79464.94974 eV. For the HOMO energy, the calculation gives -9.819 eV. The value obtained for the HOMO-LUMO gap is 6.157 eV.

[2]
ORCA calculation (ωB97M-V with the def2-TZVPD basis set) on a structure of composition C29H40AlBN12O6S2.

Geometry as ORCA input:
```
! wB97M-V def2-TZVPD RIJCOSX def2/J DEFGRID3
* xyz 1 2
S -0.67 -5.13 -0.67
S -1.13 -3.31 -1.29
Al 0.36 0.38 -0.33
O -0.68 4.22 2.96
O -0.36 -5.34 0.70
O 0.91 6.71 4.24
O -2.21 -4.64 -0.80
O -1.52 0.27 -0.17
O -0.33 -6.06 -1.69
N -3.47 -0.57 0.62
N 0.51 -0.78 -1.86
N 1.28 -1.94 0.86
N -0.08 6.24 2.14
N 2.78 -3.44 -0.41
N 0.60 -0.79 1.17
N 1.32 -1.87 -1.72
N 2.01 -4.53 -0.69
N 3.15 -0.89 -0.40
N 0.41 2.22 -0.46
N 2.55 0.34 -0.30
N -3.48 1.27 -0.79
C 4.48 -0.74 -0.47
C -2.80 0.32 -0.13
C -5.56 0.06 -0.48
C 0.18 5.05 -0.53
C 0.12 2.95 0.66
C 0.01 -0.80 -3.11
C 2.77 -5.59 -0.48
C -0.22 6.87 3.43
C 4.01 -3.84 0.00
C 3.37 2.71 -0.08
C 4.05 -5.21 -0.04
C 1.22 -2.77 1.90
C -2.80 -1.55 1.46
C -0.68 0.13 3.08
C -1.00 0.19 -3.58
C 0.49 -2.18 2.91
C -2.81 2.32 -1.53
C 0.00 4.31 0.68
C 3.53 1.24 -0.25
C 2.29 -6.99 -0.66
C 0.49 4.31 -1.67
C 4.77 0.60 -0.37
C -0.29 4.90 2.02
C -4.93 -0.64 0.70
C 0.53 -1.90 -3.79
C 0.11 -0.94 2.41
C 0.61 2.95 -1.64
C 1.34 -2.54 -2.88
C -4.92 1.42 -0.61
B 2.17 -2.07 -0.42
H 4.87 -5.85 0.21
H -1.73 -1.40 1.44
H -2.57 3.18 -0.90
H 0.49 6.69 1.44
H -5.13 2.04 0.27
H 0.91 5.81 4.56
H -5.20 -1.69 0.73
H 5.14 -1.57 -0.61
H 0.26 -2.59 3.87
H 4.36 3.15 0.07
H 1.92 -3.44 -2.97
H 0.90 2.38 -2.51
H 2.76 2.96 0.79
H -1.11 6.45 3.91
H -0.03 0.80 3.65
H -1.91 0.14 -2.98
H 1.68 -3.74 1.85
H -0.62 1.21 -3.54
H -5.25 -0.18 1.64
H -1.27 -0.03 -4.61
H -5.30 1.96 -1.48
H -5.39 -0.51 -1.39
H -6.64 0.15 -0.33
H 5.74 1.06 -0.37
H 3.10 -7.67 -0.43
H 2.92 3.18 -0.95
H -3.47 2.64 -2.34
H 1.46 -7.21 0.01
H -1.23 0.74 2.37
H 0.65 4.81 -2.62
H 4.76 -3.15 0.33
H 0.32 -2.19 -4.80
H -1.89 1.95 -1.97
H -3.03 -2.56 1.12
H 1.95 -7.18 -1.67
H -0.35 7.94 3.28
H -3.17 -1.44 2.48
H 0.04 6.12 -0.58
H -0.03 2.42 1.59
H -1.39 -0.31 3.77
*
```

For the total energy, the calculation gives -89832.75604 eV. For the HOMO energy (alpha / beta), the calculation gives -7.857 / -11.668 eV. The value obtained for the HOMO-LUMO gap (alpha / beta) is 4.595 / 8.405 eV. Its expectation value of S² is 0.768. The energy relative to the best compared isomer or geometry (same formula, charge and spin) comes out at 54.8 kcal per mole.